Entry 1:
Entry from OMol25: the molecule C4H6N2O (ωB97M-V with the def2-TZVPD basis set).

Its SMILES is Cc1cnc(N)o1. The HOMO energy is -8.126 eV. As for the strongest force on any atom: 0.67 eV/Å.

Geometry as ORCA input:
```
! wB97M-V def2-TZVPD RIJCOSX def2/J DEFGRID3
* xyz 0 1
C -2.151 0.491 0.194
C -0.784 -0.062 0.068
C -0.304 -1.234 -0.390
N 1.078 -1.198 -0.482
C 1.380 -0.005 -0.087
N 2.642 0.532 -0.081
O 0.341 0.765 0.273
H -2.369 1.246 -0.579
H -2.781 -0.401 0.114
H -2.382 0.908 1.175
H -0.850 -2.127 -0.661
H 2.819 1.258 0.593
H 3.362 -0.174 -0.136
*
```

These are the Mulliken partial charges, in e, on atoms 1 to 8: -1.03 0.53 -0.25 -0.63 0.49 -0.45 -0.39 0.25



Entry 2:
Entry from OMol25: the molecule C2H2BrN2P in a non-equilibrium geometry (ωB97M-V with the def2-TZVPD basis set).

Its SMILES is N#CC/P=N/Br. The HOMO energy is -9.631 eV. As for the strongest force on any atom: 3.29 eV/Å.

Geometry as ORCA input:
```
! wB97M-V def2-TZVPD RIJCOSX def2/J DEFGRID3
* xyz 0 1
N 0.930 -2.104 0.069
C 1.006 -0.931 0.072
C 0.936 0.541 0.199
P -0.533 1.136 -0.670
N -1.410 -0.059 -0.180
Br -3.226 -0.605 -0.772
H 0.606 0.682 1.231
H 1.692 1.340 0.051
*
```

Here is what Mulliken gives for the atomic charges, in e: -0.39 0.21 -0.37 0.17 -0.19 -0.05 0.23 0.38



Entry 3:
Entry from OMol25: a cluster of 2 separate species, H3N3 in total in a non-equilibrium geometry (ωB97M-V with the def2-TZVPD basis set).

The HOMO energy (spin up / spin down) is -9.691 / -9.691 eV. As for the strongest force on any atom: 3.77 eV/Å.

Geometry as ORCA input:
```
! wB97M-V def2-TZVPD RIJCOSX def2/J DEFGRID3
* xyz 0 1
N 0.439 -0.863 0.580
N 0.222 -0.340 -0.486
N -0.663 0.629 -0.490
H 0.953 -1.736 0.517
H -0.477 1.065 1.174
H -0.474 1.245 -1.295
*
```

Here is what Mulliken gives for the atomic charges, in e: -0.44 0.12 -0.44 0.25 0.26 0.26



Entry 4:
Entry from OMol25: a structure of composition C33H45InN5O in a non-equilibrium geometry (ωB97M-V with the def2-TZVPD basis set).

The HOMO energy is -2.001 eV. As for the strongest force on any atom: 3.90 eV/Å.

Geometry as ORCA input:
```
! wB97M-V def2-TZVPD RIJCOSX def2/J DEFGRID3
* xyz -1 1
In -0.080 0.451 0.150
N -1.017 2.249 1.288
N -1.601 2.532 -1.729
C -1.606 -2.428 -0.717
C -2.810 -1.671 -0.619
C -3.071 -1.436 0.759
C -4.166 -0.595 1.292
H -5.072 -0.695 0.680
H -3.883 0.472 1.299
H -4.404 -0.899 2.317
C -2.030 -2.043 1.514
C -1.919 -2.002 2.989
H -2.858 -2.368 3.438
H -1.746 -0.973 3.353
H -1.095 -2.635 3.347
C -1.117 -2.659 0.604
C 0.114 -3.392 0.980
H 0.921 -2.718 1.314
H 0.483 -3.985 0.135
H -0.125 -4.079 1.805
C -3.600 -1.116 -1.738
H -4.658 -1.026 -1.457
H -3.532 -1.751 -2.629
H -3.240 -0.111 -2.009
C -0.949 -2.827 -1.980
H -0.558 -1.954 -2.534
H -1.657 -3.345 -2.648
H -0.101 -3.500 -1.788
C -0.271 2.529 2.387
H -0.083 1.700 3.083
C 0.274 3.792 2.585
H 0.949 3.919 3.425
C -0.028 4.840 1.696
H 0.447 5.818 1.826
C -0.981 4.618 0.712
H -1.317 5.406 0.027
C -1.489 3.282 0.516
C -2.262 2.999 -0.642
H -3.310 3.339 -0.776
C -0.571 1.584 -1.696
C -1.785 3.039 -3.032
H -2.494 3.831 -3.217
C -0.859 2.456 -3.785
H -0.626 2.640 -4.820
N -0.267 1.434 -3.031
C 0.274 0.266 -3.635
C -0.504 -0.435 -4.588
C 0.044 -1.563 -5.205
H -0.557 -2.093 -5.954
C 1.325 -2.014 -4.895
C 1.871 -3.197 -5.652
H 2.030 -4.037 -4.960
H 2.832 -2.965 -6.137
H 1.157 -3.523 -6.424
C 2.074 -1.327 -3.932
H 3.078 -1.703 -3.695
C 1.562 -0.190 -3.290
C 2.467 0.500 -2.317
H 2.211 1.552 -2.179
H 3.511 0.457 -2.680
H 2.489 0.001 -1.331
C -1.902 -0.074 -4.961
H -2.074 1.001 -5.050
H -2.665 -0.502 -4.290
H -2.113 -0.507 -5.948
C 3.456 0.924 1.852
N 3.302 0.706 3.274
C 4.186 1.468 4.142
C 2.095 0.182 3.660
O 1.252 -0.168 2.798
N 1.834 0.063 5.014
C 2.862 -0.425 5.922
C 0.465 -0.280 5.376
H 4.508 1.105 1.620
H 2.876 1.794 1.509
H 3.104 0.050 1.294
H 3.639 1.965 4.949
H 4.967 0.834 4.580
H 4.684 2.229 3.534
H 3.183 0.343 6.642
H 2.448 -1.266 6.492
H 3.742 -0.789 5.380
H -0.244 0.419 4.905
H 0.213 -1.301 5.030
H 0.370 -0.225 6.473
*
```

These are the Mulliken partial charges, in e, on atoms 1 to 8: 0.42 0.16 0.86 0.48 0.87 -0.09 -1.60 0.44



Here are the calculated ΔE to the lowest compared entry with this formula, charge and spin numbers, same order: 13.31, 31.84, 132.69, 5.40 (kcal/mol).